ORCA calculation (wB97M-V/def2-TZVPD) on 2 unconnected molecules or ions with the total composition C49H52F6N3O at a distorted geometry.

Properties
Charge: +1
Frontier orbital gap (eV): 3.73
Energy above the lowest of the compared OMol25 structures with the same formula, charge and spin (eV): 0.4546

Element x y z (Å)
C 1.26 1.55 3.63
C 0.40 0.30 3.85
C -0.41 0.47 5.14
C 1.24 -0.96 3.81
C 1.54 -1.65 4.98
C 2.53 -2.63 5.00
C 3.22 -2.93 3.83
C 2.91 -2.30 2.62
C 3.75 -2.70 1.40
C 3.43 -4.12 0.92
C 5.25 -2.53 1.66
C 1.86 -1.36 2.60
N 1.56 -0.68 1.37
N 2.60 -0.13 0.69
N 2.07 0.36 -0.46
C 2.90 0.89 -1.49
C 2.87 0.32 -2.78
C 2.34 -1.10 -3.00
C 3.44 -2.13 -2.75
C 1.68 -1.29 -4.37
C 3.43 1.04 -3.84
C 4.10 2.24 -3.59
C 4.26 2.69 -2.29
C 3.70 2.01 -1.21
C 3.92 2.53 0.21
C 3.05 3.76 0.48
C 5.39 2.79 0.51
C 0.70 0.18 -0.48
C -0.08 0.57 -1.63
C 0.09 1.83 -2.26
C -0.60 2.11 -3.42
C -0.44 3.49 -4.00
F -1.30 3.75 -5.03
F -0.66 4.46 -3.04
F 0.83 3.70 -4.47
C -1.42 1.17 -4.04
C -1.62 -0.05 -3.40
C -2.55 -1.06 -4.02
F -2.78 -2.13 -3.19
F -3.78 -0.52 -4.30
F -2.05 -1.56 -5.19
C -1.00 -0.34 -2.19
C 0.33 -0.47 0.69
C -0.99 -0.74 1.05
H 1.85 1.48 2.71
H 0.64 2.45 3.58
H 1.97 1.66 4.47
H -0.31 0.22 3.02
H -1.00 -0.42 5.36
H 0.25 0.69 5.99
H -1.10 1.32 5.03
H 1.02 -1.39 5.91
H 2.78 -3.14 5.92
H 4.02 -3.68 3.84
H 3.50 -2.01 0.59
H 2.35 -4.22 0.74
H 3.96 -4.34 -0.01
H 3.72 -4.86 1.68
H 5.46 -1.51 1.98
H 5.60 -3.23 2.43
H 5.81 -2.73 0.74
H 1.55 -1.27 -2.25
H 3.86 -2.02 -1.75
H 3.04 -3.15 -2.84
H 4.25 -2.01 -3.48
H 1.04 -0.44 -4.62
H 2.44 -1.41 -5.16
H 1.06 -2.19 -4.36
H 3.34 0.65 -4.85
H 4.51 2.81 -4.43
H 4.83 3.61 -2.09
H 3.60 1.73 0.89
H 1.99 3.53 0.30
H 3.17 4.09 1.52
H 3.34 4.58 -0.19
H 5.98 1.88 0.32
H 5.79 3.60 -0.11
H 5.52 3.06 1.56
H 0.75 2.57 -1.82
H -1.91 1.40 -4.98
H -1.18 -1.29 -1.69
H -1.72 -0.35 0.37
H -1.18 -1.28 1.97
C -9.18 -2.72 2.22
O -8.14 -3.30 1.42
C -7.05 -2.54 1.13
C -5.99 -3.17 0.42
C -4.85 -2.47 0.13
C -4.71 -1.09 0.47
C -3.57 -0.36 -0.02
C -3.61 1.09 -0.10
C -3.58 1.74 -1.36
C -3.58 3.12 -1.45
C -3.70 3.90 -0.30
C -3.76 3.28 0.96
C -3.69 1.90 1.06
C -5.78 -0.48 1.19
C -6.93 -1.18 1.50
H -9.90 -3.53 2.36
H -8.80 -2.37 3.19
H -9.66 -1.87 1.70
H -6.13 -4.20 0.12
H -4.04 -2.96 -0.40
H -3.10 -0.88 -0.86
H -3.57 1.12 -2.26
H -3.51 3.59 -2.43
H -3.76 4.99 -0.38
H -3.87 3.89 1.86
H -3.69 1.40 2.04
H -5.71 0.56 1.49
H -7.75 -0.68 2.03

Atom charges from the Löwdin analysis, given in e for atoms 1 to 2: -0.044 -0.381

***

ORCA calculation (wB97M-V/def2-TZVPD) on a molecular structure, C11H22AgBrO7S2 at a distorted geometry.

Properties
Charge: +1
Frontier orbital gap (alpha / beta) (eV): 4.02 / 4.02
Spin multiplicity: 2

Element x y z (Å)
Ag -6.26 1.84 -0.69
Br -2.44 -0.03 0.46
C 0.10 -3.93 -4.73
C 0.42 -4.96 -5.84
C 0.21 -6.33 -5.28
S 0.91 -6.21 -3.55
O 2.31 -6.62 -3.59
O 0.02 -6.72 -2.50
C 0.90 -4.34 -3.50
H -0.97 -3.89 -4.52
H 0.37 -2.91 -4.99
H 1.45 -4.76 -6.12
H -0.21 -4.71 -6.69
H 0.56 -7.18 -5.85
H -0.87 -6.40 -5.11
H 1.92 -3.99 -3.62
H 0.59 -3.98 -2.51
C 5.82 3.80 0.26
C 4.34 3.37 0.20
C 4.26 2.07 0.97
S 5.79 1.05 0.60
O 5.64 0.09 -0.47
O 6.27 0.60 1.90
C 6.69 2.60 -0.04
H 6.08 4.07 1.28
H 6.05 4.53 -0.52
H 4.05 3.31 -0.85
H 3.72 4.14 0.64
H 3.46 1.37 0.76
H 4.27 2.30 2.04
H 6.85 2.49 -1.11
H 7.71 2.66 0.34
C -9.02 3.76 4.98
O -7.81 3.39 5.70
C -6.59 3.11 5.10
O -6.40 3.10 3.86
O -5.70 2.78 6.07
C -4.39 2.40 5.70
H -9.29 4.81 5.06
H -9.83 3.13 5.35
H -8.99 3.42 3.94
H -4.36 1.43 5.20
H -3.84 2.31 6.64
H -3.80 3.01 5.02

Atom charges from the Löwdin analysis, given in e for atoms 1 to 2: 0.970 0.028

***

ORCA calculation (wB97M-V/def2-TZVPD) on a molecular structure, C5H10O2 at a distorted geometry.

Properties
Frontier orbital gap (eV): 2.78
Energy above the lowest of the compared OMol25 structures with the same formula, charge and spin (eV): 10.2871

Element x y z (Å)
C 0.68 1.08 -0.01
C -0.44 -1.69 -3.90
C -0.51 -1.16 -2.65
O 0.99 1.18 3.10
C -0.45 -0.43 -1.50
C -0.06 0.94 -1.21
H 1.44 1.93 0.09
H 1.37 0.13 0.18
H 0.00 1.08 0.87
H 0.00 -1.31 -4.74
H -0.91 -2.66 -4.10
H 1.75 1.32 3.84
H -0.51 -0.84 -0.52
H 0.06 1.71 -2.02
H -1.61 -0.16 3.56
H 0.23 0.42 3.39
O -0.63 -0.45 3.77

Atom charges from the Löwdin analysis, given in e for atoms 1 to 2: -0.104 0.106

***

ORCA calculation (wB97M-V/def2-TZVPD) on a molecular structure, C17H15ClO3Ti at a distorted geometry.

Properties
Charge: -1
Frontier orbital gap (alpha / beta) (eV): 4.37 / 4.50
Spin multiplicity: 2

Element x y z (Å)
C 2.35 -2.69 0.81
C 2.42 -2.72 -0.60
C 1.10 -2.72 -1.10
H 3.32 -2.76 -1.20
C 0.22 -2.64 0.00
C 1.00 -2.63 1.18
H 0.62 -2.53 2.18
H 3.19 -2.63 1.48
H 0.81 -2.70 -2.14
H -0.86 -2.58 -0.05
Ti 1.48 -0.68 -0.06
Cl 2.18 0.55 1.66
C 1.59 2.23 -4.79
C 0.38 1.60 -5.13
C 0.68 0.38 -5.77
H -0.62 1.98 -4.93
C 2.08 0.26 -5.83
C 2.65 1.40 -5.22
H 3.70 1.61 -5.11
H 1.69 3.19 -4.29
H -0.04 -0.34 -6.15
H 2.64 -0.57 -6.26
O -2.26 2.17 1.35
C -2.42 1.63 2.58
C -3.41 2.18 3.41
C -3.62 1.71 4.71
C -2.84 0.67 5.19
C -1.85 0.11 4.39
C -1.63 0.57 3.06
C -0.49 -0.08 2.33
O 0.37 -0.67 3.14
O -0.21 0.03 1.00
H -1.58 1.90 0.73
H -4.02 3.01 3.06
H -4.37 2.15 5.35
H -2.99 0.30 6.20
H -1.28 -0.70 4.82

Atom charges from the Löwdin analysis, given in e for atoms 1 to 2: -0.166 -0.183